{
  "formula": "C36H80F30N4OP5",
  "method": "ωB97M-V/def2-TZVPD",
  "total_charge": -1,
  "e_tot_ha": -6417.377426,
  "homo_lumo_gap_ev": 7.114,
  "e_homo_ev": -7.795,
  "molar_mass_g_mol": 1309.9,
  "symbols": ["C", "C", "O", "N", "H", "H", "C", "H", "H", "H", "H", "H", "H", "C", "C", "C", "C", "N", "C", "C", "C", "C", "C", "C", "C", "H", "H", "H", "H", "H", "H", "H", "H", "H", "H", "H", "H", "H", "H", "H", "H", "H", "H", "H", "H", "H", "H", "H", "H", "C", "C", "C", "C", "N", "C", "C", "C", "C", "C", "C", "C", "H", "H", "H", "H", "H", "H", "H", "H", "H", "H", "H", "H", "H", "H", "H", "H", "H", "H", "H", "H", "H", "H", "H", "H", "C", "C", "C", "C", "N", "C", "C", "C", "C", "C", "C", "C", "H", "H", "H", "H", "H", "H", "H", "H", "H", "H", "H", "H", "H", "H", "H", "H", "H", "H", "H", "H", "H", "H", "H", "H", "P", "F", "F", "F", "F", "F", "F", "P", "F", "F", "F", "F", "F", "F", "P", "F", "F", "F", "F", "F", "F", "P", "F", "F", "F", "F", "F", "F", "P", "F", "F", "F", "F", "F", "F"],
  "positions_angstrom": [[-8.1442, -11.1939, 5.4794], [-7.7623, -9.9399, 4.7427], [-8.2067, -8.7521, 4.9117], [-6.7908, -10.1388, 3.5671], [-6.3410, -11.0428, 3.5903], [-7.2899, -10.1366, 2.6891], [-5.7152, -9.0534, 3.6688], [-8.8228, -11.8270, 4.9076], [-8.7242, -10.9671, 6.3738], [-7.2359, -11.7806, 5.6177], [-5.0114, -9.1035, 2.8380], [-5.2390, -9.1958, 4.6388], [-6.1528, -8.0581, 3.5917], [1.1791, -12.1030, -0.5385], [2.3955, -11.1870, -0.4385], [2.7846, -10.9876, 1.0402], [3.8847, -9.9796, 1.2668], [4.1108, -9.6621, 2.7917], [4.2432, -10.9036, 3.7134], [2.9876, -11.0625, 4.5875], [2.0093, -10.0442, 4.1028], [2.8154, -8.9856, 3.3192], [5.3195, -8.7496, 3.0981], [5.2348, -7.3484, 2.5388], [6.3664, -6.5308, 3.0260], [0.2523, -11.5907, -0.2801], [1.2828, -12.9832, 0.0959], [0.9530, -12.4281, -1.5540], [2.1572, -10.1854, -0.7965], [3.2393, -11.5956, -0.9945], [3.1817, -11.9053, 1.4742], [1.8567, -10.7196, 1.5455], [3.6362, -8.9598, 0.9730], [4.8841, -10.2113, 0.8985], [5.1378, -10.6604, 4.2867], [4.4330, -11.7718, 3.0822], [3.3437, -10.9366, 5.6099], [2.4964, -11.9944, 4.3075], [1.4607, -9.4154, 4.8041], [1.1805, -10.6032, 3.6685], [3.1345, -8.2507, 4.0583], [2.0551, -8.6885, 2.5969], [6.1400, -9.2258, 2.5613], [5.5279, -8.7205, 4.1676], [4.3427, -6.8438, 2.9099], [5.2324, -7.3698, 1.4490], [7.2667, -6.8940, 2.5303], [6.2243, -6.3120, 4.0843], [6.1898, -5.5553, 2.5729], [4.5076, -17.4928, 17.5470], [5.5807, -18.4572, 17.1093], [6.7986, -17.7532, 16.5584], [6.4020, -16.7764, 15.3559], [7.4210, -16.5865, 14.1628], [6.7028, -16.0783, 12.8844], [7.4698, -16.4882, 11.6723], [8.3373, -17.6402, 12.1695], [7.9059, -17.9865, 13.5855], [8.6135, -15.7537, 14.5665], [8.3190, -14.4062, 15.2477], [9.5940, -13.6571, 15.5997], [4.0991, -16.7950, 16.8160], [4.8783, -16.9670, 18.4269], [3.6668, -18.1367, 17.8047], [5.1692, -19.1477, 16.3732], [5.9723, -18.9165, 18.0170], [7.4433, -18.5803, 16.2609], [7.3022, -17.2790, 17.4008], [6.0301, -15.8212, 15.7268], [5.4380, -17.0745, 14.9437], [6.4070, -15.0293, 12.8699], [5.7878, -16.6692, 12.9238], [7.6160, -15.6050, 11.0505], [6.6891, -16.9278, 11.0515], [9.3827, -17.3919, 11.9863], [8.0907, -18.4828, 11.5234], [8.6560, -18.5000, 14.1869], [7.0417, -18.6427, 13.4823], [9.2016, -15.5341, 13.6754], [9.3004, -16.4003, 15.1125], [7.7255, -14.3914, 16.1618], [7.7083, -13.6953, 14.6912], [9.3052, -12.8001, 16.2083], [10.1595, -13.2167, 14.7785], [10.1361, -14.2688, 16.3208], [2.3688, -10.4590, -8.5492], [1.6044, -9.2399, -8.1014], [0.1658, -9.2147, -8.7784], [-0.9010, -10.2956, -8.2996], [-2.3068, -10.2883, -9.0345], [-3.2356, -11.3422, -8.4167], [-2.8138, -12.7129, -9.0730], [-1.9799, -12.3090, -10.2961], [-2.2223, -10.8157, -10.5005], [-3.0905, -8.9478, -9.0160], [-2.5304, -7.8213, -9.8955], [-3.7045, -6.7685, -9.9866], [2.6242, -10.4129, -9.6078], [1.8012, -11.3575, -8.3069], [3.2671, -10.6742, -7.9705], [2.2170, -8.3657, -8.3221], [1.7884, -9.1972, -7.0279], [0.1374, -8.9050, -9.8231], [-0.1899, -8.2798, -8.3453], [-1.2633, -9.8750, -7.3615], [-0.6103, -11.3313, -8.1241], [-4.2489, -11.0014, -8.6291], [-3.0398, -11.2533, -7.3481], [-3.6998, -13.2844, -9.3496], [-2.1370, -13.2776, -8.4317], [-2.5085, -12.8381, -11.0890], [-0.9162, -12.5306, -10.2097], [-3.1526, -10.7511, -11.0648], [-1.3840, -10.3807, -11.0447], [-3.1562, -8.7187, -7.9524], [-4.1134, -9.0870, -9.3660], [-2.2570, -8.2936, -10.8390], [-1.5950, -7.3632, -9.5741], [-4.1662, -6.2020, -9.1779], [-4.5424, -7.2073, -10.5284], [-3.5035, -5.9356, -10.6604], [11.3515, -7.4337, -2.6887], [11.6275, -8.6707, -3.7298], [12.0002, -8.2474, -1.4358], [12.8120, -6.8488, -3.0764], [10.9118, -6.1922, -1.8444], [10.7249, -6.8281, -4.0576], [9.9305, -8.2761, -2.3616], [8.3894, -6.7881, 11.0417], [8.5580, -8.3946, 11.0048], [8.9252, -6.7463, 9.5161], [6.9255, -7.0850, 10.4358], [8.0682, -5.2076, 11.0346], [7.6106, -7.0454, 12.5251], [9.8820, -6.5525, 11.6008], [-3.4710, -15.7912, 2.9420], [-3.7757, -17.3022, 3.4951], [-5.1044, -15.5731, 3.1757], [-3.4979, -15.1489, 4.4045], [-3.3902, -14.2460, 2.3199], [-1.9008, -16.0539, 2.8845], [-3.7884, -16.4882, 1.4298], [-3.6480, -9.2574, 10.0879], [-3.8617, -8.4905, 11.4492], [-3.2133, -7.8822, 9.2551], [-2.1656, -9.6697, 10.5503], [-3.4426, -10.1782, 8.7630], [-4.2735, -10.5213, 10.9421], [-5.1328, -8.9422, 9.5752], [-0.7809, -4.6810, -2.1330], [-1.9348, -5.6231, -2.8120], [-1.9340, -3.7869, -1.4055], [-0.5837, -5.7417, -0.8486], [0.3978, -3.7472, -1.5408], [0.3864, -5.6622, -2.8325], [-0.7847, -3.7476, -3.4246]],
  "lowdin_charge": [0.034, -0.290, 0.111, 0.100, 0.170, 0.179, 0.038, 0.107, 0.111, 0.108, 0.108, 0.121, 0.103, -0.105, -0.233, -0.192, -0.073, -0.175, -0.076, -0.134, -0.182, -0.077, -0.126, -0.277, -0.095, 0.077, 0.079, 0.069, 0.117, 0.112, 0.113, 0.110, 0.126, 0.143, 0.115, 0.119, 0.127, 0.121, 0.127, 0.112, 0.133, 0.141, 0.140, 0.139, 0.114, 0.124, 0.099, 0.099, 0.088, -0.108, -0.282, -0.173, -0.067, -0.160, -0.108, -0.156, -0.154, -0.062, -0.109, -0.236, -0.096, 0.074, 0.087, 0.081, 0.116, 0.118, 0.100, 0.116, 0.120, 0.114, 0.146, 0.125, 0.134, 0.119, 0.120, 0.121, 0.131, 0.137, 0.138, 0.137, 0.105, 0.119, 0.084, 0.090, 0.080, -0.131, -0.230, -0.136, -0.024, -0.197, -0.075, -0.120, -0.168, -0.093, -0.121, -0.189, -0.081, 0.078, 0.058, 0.081, 0.113, 0.117, 0.105, 0.091, 0.127, 0.122, 0.125, 0.132, 0.117, 0.114, 0.118, 0.119, 0.141, 0.125, 0.144, 0.119, 0.099, 0.094, 0.086, 0.068, 0.072, 0.147, -0.228, -0.185, -0.176, -0.122, -0.197, -0.239, 0.150, -0.203, -0.184, -0.204, -0.163, -0.236, -0.159, 0.220, -0.201, -0.252, -0.178, -0.220, -0.139, -0.230, 0.120, -0.153, -0.206, -0.163, -0.196, -0.213, -0.189, 0.193, -0.203, -0.176, -0.230, -0.177, -0.241, -0.167]
}